# 1
{
  "formula": "C8H16N2O4",
  "method": "ωB97M-V with the def2-TZVPD basis set",
  "species": ["C", "C", "C", "C", "C", "C", "C", "C", "N", "N", "O", "O", "O", "O", "H", "H", "H", "H", "H", "H", "H", "H", "H", "H", "H", "H", "H", "H", "H", "H"],
  "xyz": [[-2.71757, 0.99114, 1.52272], [-0.48347, 1.80190, 1.52822], [-0.84471, -1.71784, -2.14622], [-0.32310, 0.72838, -2.33127], [1.53677, -0.92940, -1.97323], [0.38209, -0.13190, 2.76367], [0.54788, 0.87247, 1.85709], [0.07670, -0.59145, -1.66432], [1.82255, 1.09908, 1.27909], [1.38306, -0.97924, 3.07975], [-1.74909, 1.55042, 2.20602], [-2.65504, 0.50432, 0.42836], [-0.41375, 2.75633, 0.80312], [-0.03028, -0.46205, -0.25032], [-3.64032, 1.00144, 2.12762], [-1.87496, -1.49175, -1.87731], [-0.78096, -1.82891, -3.22529], [-0.56320, -2.65801, -1.67727], [0.27552, 1.54589, -1.93331], [-1.36920, 0.94518, -2.12706], [-0.17485, 0.67540, -3.40570], [2.18189, -0.09772, -1.69922], [1.83870, -1.80826, -1.40878], [1.65924, -1.12980, -3.03414], [-0.57496, -0.30708, 3.22709], [1.77311, 1.92761, 0.69511], [2.07975, 0.30921, 0.69555], [1.28571, -1.62746, 3.83982], [2.30759, -0.72499, 2.77471], [-0.95509, -0.22289, -0.07449]],
  "lowdin_charge": [-0.338, -0.388, -0.031, -0.025, -0.034, -0.104, -0.301, -0.658, 0.104, 0.116, 0.066, 0.082, 0.147, -0.062, 0.155, 0.082, 0.083, 0.084, 0.083, 0.082, 0.084, 0.075, 0.084, 0.084, 0.132, 0.085, 0.073, 0.100, 0.092, 0.051],
  "orbital_gap_ev": 8.72,
  "lumo_ha": 0.0253,
  "de_lowest_kcal_mol": 17.9,
  "total_energy_ev": -19726.00485
}

# 2
{
  "formula": "C4H4IN",
  "method": "ωB97M-V with the def2-TZVPD basis set",
  "species": ["C", "C", "C", "C", "N", "I", "H", "H", "H", "H"],
  "xyz": [[1.33152, -0.42345, 1.75993], [0.24174, -0.12796, 1.02866], [0.20291, 0.11583, -0.36727], [-1.10401, 0.28113, -1.18930], [2.06544, -0.78627, 2.54588], [1.94749, 0.06114, -1.49259], [-0.59507, 0.17722, 1.72428], [-1.76528, 0.65089, -0.41682], [-0.95916, 0.85725, -2.09522], [-1.36557, -0.80579, -1.49754]],
  "lowdin_charge": [-0.360, -0.199, -0.745, -0.147, 0.176, 0.905, 0.140, 0.064, 0.050, 0.115],
  "orbital_gap_ev": 9.17,
  "lumo_ha": -0.0060,
  "de_lowest_kcal_mol": 29.5,
  "total_energy_ev": -13801.77743
}

# 3
{
  "formula": "C15H23FN2O9",
  "method": "ωB97M-V with the def2-TZVPD basis set",
  "species": ["C", "C", "N", "C", "N", "C", "C", "C", "O", "C", "O", "O", "F", "H", "H", "H", "H", "H", "H", "H", "H", "H", "H", "H", "C", "C", "C", "O", "C", "O", "O", "H", "H", "H", "H", "H", "H", "C", "C", "C", "O", "C", "O", "O", "H", "H", "H", "H", "H", "H"],
  "xyz": [[-2.43273, -1.33932, 2.52367], [-3.04381, -0.29621, 1.65288], [-4.17993, 0.17002, 1.98634], [-2.34993, 0.22218, 0.39949], [-0.89261, 0.28548, 0.36159], [-0.15785, -0.92815, 0.00117], [0.73698, -1.39151, 1.09601], [1.85301, -2.24023, 0.62504], [1.95295, -0.79884, 1.12533], [-0.31903, 1.11358, 1.31232], [-0.50022, 1.16530, 2.50415], [0.55089, 1.98976, 0.65669], [0.92392, 3.00464, 1.57426], [-2.05614, -2.17291, 1.93948], [-3.21229, -1.71211, 3.17109], [-1.66877, -0.92647, 3.16528], [-4.47527, 0.89130, 1.32914], [-2.75610, 1.19591, 0.15163], [-2.64407, -0.43342, -0.41257], [-0.80200, -1.76333, -0.22833], [0.54009, -0.76743, -0.81329], [0.29609, -1.66408, 2.03045], [2.34925, -2.05030, -0.31356], [2.51422, -2.71020, 1.33347], [4.02476, 4.80693, 0.45947], [3.49533, 6.19645, 0.70024], [2.00589, 6.34364, 0.50754], [1.88486, 7.72592, 0.14225], [3.04795, 8.08852, -0.45723], [3.21259, 9.09820, -1.05304], [3.99179, 7.12955, -0.27884], [5.11274, 4.81086, 0.40244], [3.71631, 4.13617, 1.26058], [3.65659, 4.41036, -0.48748], [3.80271, 6.55466, 1.68659], [1.43486, 6.13178, 1.40782], [1.62500, 5.73287, -0.31389], [-2.33064, -6.60692, -3.33333], [-2.04879, -5.27240, -2.69133], [-0.58867, -4.89061, -2.61694], [-0.56041, -4.03776, -1.46087], [-1.57483, -4.42725, -0.65016], [-1.71224, -4.05733, 0.46903], [-2.40019, -5.28101, -1.29232], [-3.36441, -6.90223, -3.16016], [-2.15434, -6.55927, -4.40727], [-1.69574, -7.38457, -2.90737], [-2.63480, -4.48616, -3.17490], [-0.23465, -4.35708, -3.49518], [0.06168, -5.74699, -2.42736]],
  "lowdin_charge": [-0.032, -0.393, 0.139, -0.095, -0.032, -0.092, -0.376, 0.025, -0.054, -0.474, 0.167, 0.105, -0.021, 0.055, 0.081, 0.074, 0.045, 0.124, 0.131, 0.106, 0.135, 0.137, 0.112, 0.106, -0.022, -0.330, -0.099, 0.062, -0.566, 0.169, 0.082, 0.087, 0.087, 0.090, 0.159, 0.137, 0.138, -0.020, -0.323, -0.084, 0.048, -0.560, 0.162, 0.096, 0.090, 0.092, 0.091, 0.159, 0.140, 0.140],
  "orbital_gap_ev": 9.68,
  "lumo_ha": 0.0088,
  "total_energy_ev": -40047.78984
}

Q: What is the formula in the third record?
A: C15H23FN2O9